Record 1
ORCA calculation (ωB97M-V/def2-TZVPD) on a molecular structure, C25H41IrN2O5S2Si.

Calculated values
Total charge   +2
Molar mass   734.05 u
Relative energy (zero: lowest compared OMol25 entry of this formula, charge and spin)   0.0 kJ/mol
Kohn-Sham gap (spin up / spin down)   0.332 / 0.253 Ha
E_LUMO (spin up / spin down)   -5.48 / -7.90 eV
2S+1   5
Highest occupied orbital energy (spin up / spin down)   -14.510 / -14.774 eV
⟨S²⟩   6.018

Last column: Löwdin spin population.
Atoms and positions in Å:
Ir 0.280110 0.394527 0.312947  2.63
C -2.602821 -1.470409 0.158686  0.00
C -1.823425 -1.885236 -1.070524  0.01
C -2.321333 -1.167569 -2.312722  0.00
C -1.824254 -3.394922 -1.241036  0.00
O -0.410664 -1.460296 -0.832546  0.13
Si 0.978973 -1.975365 -1.602465  0.04
S 2.150490 -0.281467 -0.829561  0.59
O 1.592364 -3.361059 -1.149728  0.01
C 2.140839 -4.046477 0.021978  0.00
C 1.431064 -3.550550 1.267013  0.00
C 3.625539 -3.737084 0.070414  0.00
C 1.888371 -5.521563 -0.212471  0.00
O 0.780785 -1.849049 -3.173262  0.01
C 1.521408 -2.352798 -4.342798  0.00
C 1.058437 -1.511729 -5.511853  0.00
C 3.008798 -2.175530 -4.082389  0.00
C 1.153600 -3.814185 -4.522238  0.00
H -3.656429 -1.708716 0.019154  0.00
H -2.535186 -0.388198 0.314357  0.00
H -2.239282 -1.991632 1.047790  0.00
H -3.360475 -1.443060 -2.500392  0.00
H -1.726213 -1.433627 -3.185761  0.00
H -2.271431 -0.083689 -2.173602  0.00
H -2.847571 -3.747495 -1.377039  0.00
H -1.402883 -3.887590 -0.362225  0.00
H -1.248390 -3.694064 -2.123264  0.00
H 1.538379 -2.468154 1.379046  0.00
H 1.866035 -4.023781 2.149190  0.00
H 0.366119 -3.795953 1.239257  0.00
H 3.799473 -2.664378 0.200600  0.01
H 4.113570 -4.061708 -0.850488  0.00
H 4.088720 -4.261451 0.907600  0.00
H 0.816379 -5.722290 -0.281276  0.00
H 2.298865 -6.106662 0.613047  0.00
H 2.365760 -5.846950 -1.138379  0.00
H 1.266984 -0.454856 -5.330327  0.00
H -0.013706 -1.636735 -5.674400  0.00
H 1.581672 -1.816628 -6.419144  0.00
H 3.236130 -1.132808 -3.842221  0.00
H 3.580822 -2.448847 -4.969196  0.00
H 3.340293 -2.813462 -3.256888  0.00
H 0.079969 -3.921390 -4.691363  0.00
H 1.434252 -4.393411 -3.639230  0.00
H 1.677916 -4.227518 -5.385454  0.00
N -1.044822 3.922195 -1.741821  0.01
C -0.205051 2.952715 -1.384596  0.02
N 1.083321 3.033505 -1.726717  0.01
O -0.667523 1.975743 -0.706843  0.16
H -0.767349 4.688055 -2.331592  0.00
H -2.019316 3.820351 -1.512931  0.00
H 1.437145 3.777558 -2.304013  0.00
H 1.689843 2.252365 -1.530401  0.01
O 0.038404 -0.711230 2.201523  0.14
S -1.042836 0.031659 3.040291  0.02
C -0.528475 -0.025860 4.721365  0.01
C -1.535335 0.030771 5.675498  0.00
C -1.172641 0.018190 7.015319  0.00
C 0.166454 -0.072528 7.368022  0.00
C 1.158628 -0.153816 6.392917  0.00
C 0.817963 -0.130666 5.051782  0.00
C -0.627545 1.717523 2.620663  0.04
C 0.695563 1.994623 2.240360  0.02
C 1.032504 3.305023 1.888404  0.04
C 0.062668 4.295071 1.908273  0.00
C -1.244925 3.995161 2.287372  0.04
C -1.602634 2.699304 2.637972  0.00
H -2.580137 0.076405 5.384686  0.00
H -1.937646 0.061012 7.780567  0.00
H 0.443402 -0.094747 8.415408  0.00
H 2.198270 -0.241017 6.681255  0.00
H 1.576511 -0.224318 4.283123  0.00
H 1.486638 1.263964 2.396116  0.01
H 2.057037 3.542303 1.629053  0.00
H 0.327786 5.312854 1.649749  0.00
H -1.993182 4.778804 2.313073  0.00
H -2.622771 2.462141 2.921188  0.00

Atomic forces in eV per Å
-0.078 -0.744 -0.344
0.094 0.007 0.131
-0.052 -0.139 -0.126
0.074 0.082 -0.006
0.121 -0.043 -0.058
-0.334 0.264 0.230
0.429 0.277 -0.034
0.011 0.060 0.274
-0.028 -0.251 0.069
-0.015 0.096 -0.035
-0.060 0.038 0.064
0.081 0.074 -0.050
-0.045 -0.100 -0.034
-0.181 0.057 -0.250
0.075 -0.102 0.169
-0.074 0.116 -0.038
0.031 0.022 0.097
-0.013 -0.080 0.040
-0.005 -0.033 0.011
-0.016 0.009 -0.008
-0.027 0.042 -0.060
0.040 0.015 0.017
-0.015 -0.011 0.033
-0.022 -0.051 0.001
0.031 0.025 -0.001
-0.043 0.028 -0.045
-0.061 0.025 0.068
0.033 -0.078 0.007
-0.040 0.012 -0.029
0.061 0.032 -0.002
-0.015 -0.076 0.000
-0.017 0.015 0.051
-0.011 0.015 -0.036
0.077 0.002 0.005
-0.030 0.030 -0.053
-0.021 0.004 0.056
-0.001 -0.057 -0.026
0.047 0.015 0.004
-0.028 0.008 0.030
-0.010 -0.052 -0.043
-0.011 -0.013 0.023
-0.020 0.052 -0.062
0.047 0.006 -0.002
-0.009 0.031 -0.067
-0.027 0.017 0.027
-0.037 -0.024 0.024
0.124 -0.022 -0.140
-0.122 -0.027 0.095
0.036 0.103 0.004
0.002 0.001 -0.020
-0.001 -0.002 0.009
-0.018 0.008 -0.019
0.010 -0.036 -0.026
-0.148 0.231 -0.153
-0.008 0.089 0.073
0.172 -0.224 -0.019
-0.034 -0.011 0.014
-0.026 0.010 0.027
0.030 -0.001 0.021
0.003 0.003 0.001
0.009 0.006 0.083
0.046 0.083 -0.050
0.094 0.204 0.237
-0.029 -0.067 -0.051
-0.083 0.009 0.002
0.019 0.084 -0.033
-0.029 -0.012 -0.054
0.077 -0.015 0.015
0.049 0.003 -0.047
-0.015 0.004 -0.071
-0.043 -0.006 0.004
-0.060 0.007 0.043
-0.026 0.021 0.016
-0.032 -0.006 0.024
-0.022 -0.035 0.021
0.052 -0.040 -0.007
0.067 0.016 -0.021

Record 2
ORCA calculation (ωB97M-V/def2-TZVPD) on a molecular structure, C25H41N3P2W at a distorted geometry.

Calculated values
Total charge   +2
Molar mass   629.41 u
Relative energy (zero: lowest compared OMol25 entry of this formula, charge and spin)   84.4 kJ/mol
Kohn-Sham gap (spin up / spin down)   0.190 / 0.205 Ha
E_LUMO (spin up / spin down)   -8.36 / -7.97 eV
2S+1   3
Highest occupied orbital energy (spin up / spin down)   -13.536 / -13.550 eV
⟨S²⟩   2.045

Last column: Löwdin spin population.
Atoms and positions in Å:
W 0.210081 -0.414728 1.660114  1.60
C -1.580488 -0.850948 2.904790  0.02
C -1.221467 -2.026870 2.144933  0.03
C 0.627566 -1.437926 3.432886  0.05
C -0.434319 -0.475410 3.697065  0.03
C 0.142315 -2.376876 2.456267  0.06
C -2.966158 -0.374499 3.187345  0.00
H -3.652646 -0.540780 2.346977  0.00
H -2.987620 0.695575 3.430247  0.00
H -3.380464 -0.913741 4.056124  0.00
C -0.446437 0.593145 4.729756  0.01
H -1.127048 1.415460 4.484645  0.00
H 0.549741 1.029018 4.888624  0.00
H -0.778281 0.175553 5.694164  0.00
C 1.962363 -1.440608 4.077295  0.02
H 2.028337 -2.245138 4.822145  0.00
H 2.171176 -0.495088 4.586183  0.00
H 2.770695 -1.597701 3.350559  0.00
C 0.904077 -3.521834 1.874519  0.03
H 0.915586 -4.379161 2.559324  0.01
H 1.944607 -3.230092 1.684696  0.00
H 0.469082 -3.861541 0.929409  0.00
C -2.195991 -2.879263 1.393216  0.01
H -2.461626 -3.776048 1.981184  0.00
H -1.764939 -3.240412 0.443650  0.00
H -3.137964 -2.357065 1.180344  0.00
C -0.941127 1.811214 0.563244  0.02
C -2.178328 1.256560 0.332036  0.01
C -2.470334 0.127267 -0.603494  0.00
C -1.275931 -0.425307 -1.383160  0.01
C -0.059944 -0.895834 -0.622997  -0.01
C 1.238818 -0.250204 -0.706335  0.01
C 1.450968 1.235467 -0.482551  0.01
C 0.189819 2.123607 -0.387959  0.01
H -3.194971 0.442687 -1.376747  0.00
H -0.976778 0.377247 -2.137143  0.00
H -2.941334 -0.687471 -0.017175  0.00
H -0.207205 2.271192 -1.420677  0.00
H -0.772650 2.215420 1.595876  0.00
H -2.960233 1.383568 1.088952  0.00
H 0.605678 3.102163 -0.071835  0.00
H 2.110539 1.405524 0.387016  0.00
H 2.151407 -0.864630 -0.609461  0.00
H 2.011042 1.657279 -1.349750  0.00
H -1.651472 -1.275390 -1.989641  0.00
H 0.006744 -1.996999 -0.616523  0.01
P -0.780254 1.741939 -3.425092  0.00
C -0.767917 3.451308 -3.993108  0.00
C -1.877344 0.906983 -4.641756  0.00
P 1.436441 -0.490029 -3.058151  -0.05
C 0.874230 1.103828 -3.877464  -0.01
C 0.808888 -1.735973 -4.274445  -0.01
C 3.176620 -0.401419 -3.618677  -0.01
H 0.130039 3.965548 -3.634086  0.00
H -1.639258 3.987615 -3.586637  0.00
H -0.799842 3.510269 -5.087025  0.00
H -1.697330 1.317926 -5.651170  0.00
H -2.926634 1.102362 -4.363230  0.00
H -1.742520 -0.184062 -4.664339  0.00
H 3.225886 -0.063579 -4.674981  0.00
H 3.644209 -1.391643 -3.515465  0.00
H 3.733025 0.297052 -2.986026  0.00
H 1.599821 1.886498 -3.586521  0.00
H 0.882437 0.948013 -4.972563  0.00
H 1.473177 -2.609298 -4.235836  0.00
H 0.786813 -1.324468 -5.309896  0.00
H -0.188128 -2.084558 -3.986721  0.00
N 1.509475 1.011082 2.359745  0.03
C 2.183011 1.750472 3.007738  0.02
N 2.958421 2.680330 3.368240  0.04
C 3.418327 2.921607 4.592559  0.00
N 3.883514 3.215792 5.626796  0.02

Atomic forces in eV per Å
1.071 5.888 -4.949
0.288 -1.582 1.197
-0.778 -0.585 1.247
-0.645 -0.465 1.581
-0.771 -1.664 1.061
-0.781 -0.953 0.631
-0.471 0.595 -0.448
0.195 0.026 0.220
-0.015 -0.276 -0.036
0.333 0.083 -0.286
0.285 0.509 0.457
0.125 -0.185 -0.045
-0.341 -0.187 0.022
0.084 0.045 -0.320
0.745 -0.201 0.272
-0.046 0.162 -0.151
-0.110 -0.219 -0.049
-0.169 -0.035 0.162
0.290 -0.151 -0.126
-0.002 0.195 -0.065
-0.129 -0.171 0.078
0.021 0.078 0.178
-0.016 -0.319 -0.574
0.223 0.390 -0.090
-0.269 0.129 0.311
0.365 -0.142 0.047
-0.210 -0.300 1.532
1.447 -1.094 1.042
-0.107 0.332 -1.230
-0.083 -0.034 -0.509
0.011 -1.169 3.060
0.040 -0.686 -2.968
0.179 0.545 -0.813
0.571 0.521 -0.382
-0.109 -0.155 0.422
-0.358 -1.052 1.293
0.097 0.582 -0.274
0.102 -0.170 1.015
-0.595 0.442 -1.117
0.416 0.192 -0.117
-0.414 -0.368 -0.128
-0.243 -0.256 -0.667
-0.517 0.110 0.581
-0.043 -0.363 0.583
0.163 0.294 0.349
0.332 0.450 -0.332
-0.947 0.514 -0.851
0.030 0.599 -0.568
-0.147 0.160 -0.289
0.799 1.587 -2.108
0.047 0.044 0.259
-0.325 -0.528 0.543
0.288 -0.234 0.271
-0.124 -0.045 -0.038
0.247 -0.257 -0.139
0.078 0.168 0.150
-0.133 -0.287 0.325
0.385 -0.024 -0.171
0.037 0.320 0.069
-0.083 -0.254 0.634
-0.064 0.300 -0.119
0.002 -0.008 -0.165
-0.184 -0.343 -0.322
0.448 0.001 0.462
-0.139 0.215 -0.091
0.120 -0.117 0.877
0.074 0.077 -0.219
-0.790 -1.053 0.101
1.632 2.077 -0.071
-1.592 -1.739 -0.380
1.183 0.703 2.177
-1.003 -0.659 -2.006